Entry 1:
Density functional theory data (wB97M-V/def2-TZVPD) for a cluster of 6 separate species, C31H50BCl15F2N4O6S in total.

For the max |F|, the calculation gives 8.65 eV/Å. The value obtained for the HOMO energy is -8.198 eV. For the orbital gap, the calculation gives 8.4 eV. As for the structure (SMILES): [H]/N=C(\N)NCCCC[C@@H]1[C@@H](CCCNCc2ccccc2O)[C@](B(O)OCC)([C@H](C)F)OS(=O)(=O)[C@@H]1CCCF.ClC(Cl)Cl.ClC(Cl)Cl.ClC(Cl)Cl.ClC(Cl)Cl.ClC(Cl)Cl. The total energy comes out at -255965.46587 eV. Its total charge is 0.

Bonds (Å) are listed after each position.
Geometry (Å):
1 Cl -1.548 -4.412 -5.412  C55 1.772
2 Cl -4.047 -0.827 -5.699  C43 1.772
3 Cl -2.100 -3.691 -2.645  C55 1.772
4 Cl 2.289 4.606 -6.302  C36 1.772
5 Cl -4.056 -0.891 -2.787  C43 1.772
6 Cl -13.412 -2.804 2.914  C53 1.772
7 Cl 0.680 2.189 -6.528  C36 1.772
8 Cl -11.632 -1.495 1.016  C53 1.772
9 Cl 7.688 4.696 3.291  C47 1.772
10 Cl -10.540 -2.765 3.399  C53 1.772
11 Cl 10.520 4.283 3.828  C47 1.772
12 Cl 3.423 2.209 -7.506  C36 1.772
13 Cl 8.652 2.063 4.079  C47 1.772
14 Cl -1.584 -6.470 -3.351  C55 1.772
15 Cl -1.669 -0.031 -4.217  C43 1.772
16 S 3.404 -0.340 1.849  O21 1.580, O22 1.546, O24 1.677, C57 1.882
17 F -1.887 -3.032 3.038  C54 1.506
18 F 0.539 3.246 -0.710  C33 1.476
19 O 1.402 4.139 2.004  B60 1.506, H104 1.020
20 O 3.437 2.913 2.816  C50 1.484, B60 1.507
21 O 4.212 -1.473 1.100  S16 1.580
22 O 4.251 0.011 3.094  S16 1.546
23 O -8.055 0.325 2.426  C45 1.501, H70 1.003
24 O 3.149 0.885 0.731  S16 1.677, C35 1.462
25 N -3.708 1.128 2.070  C49 1.512, C58 1.517, H66 1.043
26 N 3.479 -0.012 -5.080  C40 1.525, H82 1.053, H99 1.063
27 N 5.572 -0.513 -3.713  C40 1.397, H81 1.053
28 N 3.842 -2.336 -3.820  C40 1.543, C46 1.543, H85 1.047
29 C 1.951 -2.714 2.873  C41 1.637, C57 1.635, H69 1.194, H83 1.194
30 C -0.400 1.262 2.398  C31 1.634, C48 1.673, H91 1.174, H101 1.196
31 C 0.540 0.814 1.139  C30 1.634, C35 1.611, C39 1.675, H62 1.196
32 C 3.044 3.261 -1.052  C33 1.637, H73 1.170, H84 1.194, H93 1.170
33 C 1.733 2.383 -0.616  F18 1.476, C32 1.637, C35 1.678, H100 1.190
34 C -5.859 0.277 0.751  C45 1.672, C52 1.657, C58 1.639
35 C 1.902 1.633 0.875  O24 1.462, C31 1.611, C33 1.678, B60 1.659
36 C 1.950 3.168 -7.280  Cl4 1.772, Cl7 1.772, Cl12 1.772, H61 1.093
37 C 1.546 -2.882 -0.469  C56 1.635, C59 1.673, H76 1.170, H103 1.188
38 C -8.235 -1.380 0.389  C45 1.643, C51 1.667, H65 1.193
39 C 0.708 -0.851 1.229  C31 1.675, C56 1.629, C57 1.620, H77 1.194
40 C 4.322 -0.917 -4.188  N26 1.525, N27 1.397, N28 1.543
41 C 0.575 -3.601 2.865  C29 1.637, C54 1.671, H79 1.190, H96 1.170
42 C 5.780 2.784 1.637  C50 1.641, H63 1.174, H92 1.188, H108 1.187
43 C -3.074 -1.110 -4.245  Cl2 1.772, Cl5 1.772, Cl15 1.772, H87 1.093
44 C -6.081 -1.513 -1.460  C51 1.644, C52 1.671, H75 1.194
45 C -7.381 -0.240 1.210  O23 1.501, C34 1.672, C38 1.643
46 C 3.542 -2.335 -2.306  N28 1.543, C59 1.656, H98 1.172, H102 1.177
47 C 8.871 3.811 4.269  Cl9 1.772, Cl11 1.772, Cl13 1.772, H67 1.093
48 C -1.441 2.524 2.052  C30 1.673, C49 1.673, H107 1.167, H109 1.171
49 C -2.734 1.889 1.200  N25 1.512, C48 1.673, H71 1.194, H72 1.194
50 C 4.523 3.693 2.173  O20 1.484, C42 1.641, H64 1.193, H106 1.180
51 C -7.558 -2.050 -0.979  C38 1.667, C44 1.644, H97 1.191
52 C -5.202 -0.359 -0.630  C34 1.657, C44 1.671, H89 1.175
53 C -11.915 -1.875 2.723  Cl6 1.772, Cl8 1.772, Cl10 1.772, H68 1.093
54 C -0.612 -2.932 3.833  F17 1.506, C41 1.671, H90 1.193, H94 1.187
55 C -1.198 -4.779 -3.715  Cl1 1.772, Cl3 1.772, Cl14 1.772, H80 1.093
56 C 1.054 -1.333 -0.288  C37 1.635, C39 1.629, H74 1.177, H105 1.195
57 C 1.798 -1.160 2.388  S16 1.882, C29 1.635, C39 1.620, H78 1.195
58 C -5.156 1.405 1.711  N25 1.517, C34 1.639, H88 1.185, H95 1.193
59 C 2.052 -3.013 -2.058  C37 1.673, C46 1.656, H86 1.192, H110 1.176
60 B 2.233 2.886 1.910  O19 1.506, O20 1.507, C35 1.659
61 H 1.598 3.494 -8.262  C36 1.093
62 H -0.155 0.950 0.175  C31 1.196
63 H 5.513 2.027 0.780  C42 1.174
64 H 4.970 4.422 3.005  C50 1.193
65 H -9.304 -1.715 0.801  C38 1.193
66 H -3.521 1.236 3.090  N25 1.043
67 H 8.709 4.066 5.319  C47 1.093
68 H -12.021 -0.936 3.273  C53 1.093
69 H 2.820 -3.317 2.318  C29 1.194
70 H -8.032 -0.374 3.143  O23 1.003
71 H -2.323 1.252 0.278  C49 1.194
72 H -3.244 2.842 0.695  C49 1.194
73 H 4.080 2.779 -0.801  C32 1.170
74 H 1.818 -0.660 -0.878  C56 1.177
75 H -5.624 -1.999 -2.450  C44 1.194
76 H 2.473 -3.196 0.172  C37 1.170
77 H -0.339 -1.354 1.505  C39 1.194
78 H 1.458 -0.559 3.363  C57 1.195
79 H 0.130 -3.772 1.775  C41 1.190
80 H -0.130 -4.625 -3.542  C55 1.093
81 H 5.745 0.468 -4.054  N27 1.053
82 H 3.927 0.931 -5.213  N26 1.053
83 H 2.309 -2.672 4.012  C29 1.194
84 H 3.007 3.344 -2.243  C32 1.194
85 H 4.604 -3.020 -4.044  N28 1.047
86 H 2.199 -4.178 -2.268  C59 1.192
87 H -2.715 -2.142 -4.267  C43 1.093
88 H -5.331 2.452 1.186  C58 1.185
89 H -4.149 -0.009 -1.018  C52 1.175
90 H -0.693 -3.504 4.877  C54 1.193
91 H 0.152 1.396 3.426  C30 1.174
92 H 6.603 3.517 1.196  C42 1.188
93 H 2.890 4.347 -0.645  C32 1.170
94 H -0.431 -1.768 3.980  C54 1.187
95 H -5.738 1.482 2.749  C58 1.193
96 H 0.797 -4.658 3.316  C41 1.170
97 H -8.124 -2.900 -1.591  C51 1.191
98 H 3.617 -1.213 -1.977  C46 1.172
99 H 2.534 0.162 -4.625  N26 1.063
100 H 1.568 1.481 -1.374  C33 1.190
101 H -1.149 0.348 2.584  C30 1.196
102 H 4.413 -2.926 -1.777  C46 1.177
103 H 0.643 -3.646 -0.359  C37 1.188
104 H 1.972 4.887 1.608  O19 1.020
105 H 0.033 -1.245 -0.902  C56 1.195
106 H 4.159 4.348 1.262  C50 1.180
107 H -0.977 3.327 1.343  C48 1.167
108 H 6.269 2.139 2.505  C42 1.187
109 H -1.799 2.922 3.093  C48 1.171
110 H 1.213 -2.584 -2.762  C59 1.176

These are the Mulliken partial charges, in e, on atoms 1 to 99:
1. Cl -0.137
2. Cl -0.163
3. Cl -0.047
4. Cl -0.118
5. Cl -0.134
6. Cl -0.124
7. Cl -0.055
8. Cl -0.129
9. Cl -0.101
10. Cl -0.130
11. Cl -0.128
12. Cl -0.108
13. Cl -0.118
14. Cl -0.134
15. Cl -0.103
16. S 1.251
17. F -0.332
18. F -0.416
19. O -0.550
20. O -0.642
21. O -0.674
22. O -0.713
23. O -0.529
24. O -0.403
25. N -0.153
26. N -0.371
27. N -0.617
28. N -0.388
29. C -0.847
30. C -0.668
31. C 0.172
32. C -0.868
33. C -0.059
34. C 0.538
35. C 0.325
36. C -0.052
37. C 0.085
38. C 0.205
39. C 0.021
40. C 0.253
41. C -0.369
42. C -0.445
43. C 0.800
44. C -0.312
45. C -0.067
46. C 0.285
47. C 0.034
48. C -0.500
49. C -0.381
50. C 0.234
51. C -0.595
52. C 0.018
53. C 0.095
54. C -0.103
55. C 0.394
56. C -0.115
57. C -0.357
58. C -0.571
59. C -0.662
60. B 0.768
61. H 0.354
62. H 0.237
63. H -0.081
64. H 0.188
65. H -0.123
66. H 0.307
67. H 0.297
68. H 0.288
69. H 0.298
70. H 0.327
71. H -0.090
72. H 0.335
73. H 0.100
74. H -0.844
75. H 0.308
76. H -0.086
77. H 0.452
78. H 0.516
79. H 0.007
80. H -0.024
81. H 0.218
82. H 0.247
83. H 0.454
84. H 0.327
85. H 0.345
86. H 0.297
87. H -0.572
88. H 0.254
89. H 0.144
90. H 0.305
91. H 0.333
92. H 0.451
93. H 0.301
94. H 0.123
95. H 0.267
96. H 0.458
97. H 0.252
98. H -0.277
99. H 0.159

Entry 2:
Density functional theory data (wB97M-V/def2-TZVPD) for a cluster of 6 separate species, C31H50FI2N4O13 in total.

For the max |F|, the calculation gives 9.74 eV/Å. The value obtained for the HOMO energy is -11.716 eV. For the orbital gap, the calculation gives 7.3 eV. The total energy comes out at -84441.60167 eV. Its total charge is +1.

Bonds (Å) are listed after each position.
Geometry (Å):
1 I 2.656 -0.708 1.304  C26 2.200
2 I 2.528 1.966 -3.175  C42 2.188
3 F -0.245 1.522 3.014  C29 1.495
4 O 2.559 3.661 -0.115  C47 1.335
5 O -4.027 0.280 -4.008  C25 1.220
6 O 2.074 -2.687 -2.540  C46 1.220
7 O -4.524 -5.298 -0.547  C34 1.365, C51 1.427
8 O 3.777 -4.210 -2.427  C39 1.427, C46 1.365
9 O 2.774 -4.095 4.966  C43 1.220
10 O -2.391 -4.785 -1.193  C34 1.220
11 O 2.091 2.103 3.311  C29 1.341
12 O -0.584 6.751 3.583  C24 1.220
13 O -4.432 0.728 -0.159  C35 1.475, H56 1.002
14 O -4.822 -1.720 -4.781  C25 1.365, C48 1.427
15 O 4.701 -2.881 5.168  C40 1.427, C43 1.365
16 O 1.503 5.834 3.399  C24 1.365, C36 1.427
17 N 0.816 3.391 1.568  C29 1.513, C47 1.543, H100 1.064
18 N 0.854 1.809 -0.513  C31 1.514, C42 1.512, C47 1.512
19 N -0.125 3.848 -1.769  C23 1.512, C27 1.543, C31 1.543
20 N -1.396 1.604 -1.662  C21 1.513, C31 1.392, H97 1.065
21 C -1.618 0.169 -1.240  N20 1.513, C49 1.673, H71 1.170, H92 1.194
22 C 2.229 -4.202 -0.659  C33 1.508, C46 1.499, H74 1.092, H84 1.094
23 C -0.505 4.049 -3.219  N19 1.512, H77 1.184, H85 1.175, H88 1.194
24 C 0.505 6.486 4.065  O12 1.220, O16 1.365, C30 1.499
25 C -3.965 -0.657 -4.786  O5 1.220, O14 1.365, C28 1.499
26 C 3.182 0.519 -0.444  I1 2.200, C37 1.671, C42 1.673, H86 1.176
27 C -1.212 4.607 -0.978  N19 1.543, H66 1.194, H79 1.171, H91 1.193
28 C -2.923 -0.837 -5.848  C25 1.499, C45 1.508, H54 1.092, H93 1.094
29 C 0.954 2.330 2.637  F3 1.495, O11 1.341, N17 1.513
30 C 0.928 6.780 5.473  C24 1.499, C41 1.508, H59 1.092, H61 1.094
31 C -0.277 2.371 -1.348  N18 1.514, N19 1.543, N20 1.392
32 C -5.665 -3.597 -1.664  C44 1.508, C51 1.506, H58 1.093, H76 1.097
33 C 3.473 -4.940 -0.233  C22 1.508, C39 1.506, H69 1.093, H80 1.097
34 C -3.596 -4.620 -1.284  O7 1.365, O10 1.220, C44 1.499
35 C -3.584 -0.135 0.684  O13 1.475, C49 1.661, H52 1.194, H81 1.193
36 C 2.587 5.597 4.296  O16 1.427, C41 1.506, H67 1.094, H98 1.095
37 C 4.021 -0.498 -1.470  C26 1.671, H64 1.173, H65 1.187, H70 1.180
38 C 2.695 -1.814 5.769  C43 1.499, C50 1.508, H63 1.092, H75 1.094
39 C 4.121 -5.281 -1.549  O8 1.427, C33 1.506, H60 1.094, H101 1.095
40 C 5.036 -1.590 5.673  O15 1.427, C50 1.506, H55 1.094, H99 1.095
41 C 2.424 6.614 5.395  C30 1.508, C36 1.506, H68 1.093, H72 1.097
42 C 1.849 1.013 -1.326  I2 2.188, N18 1.512, C26 1.673, H87 1.194
43 C 3.350 -3.057 5.247  O9 1.220, O15 1.365, C38 1.499
44 C -4.276 -3.690 -2.243  C32 1.508, C34 1.499, H62 1.094, H82 1.092
45 C -3.543 -1.897 -6.723  C28 1.508, C48 1.506, H78 1.097, H83 1.093
46 C 2.656 -3.588 -1.957  O6 1.220, O8 1.365, C22 1.499
47 C 1.490 2.949 0.251  O4 1.335, N17 1.543, N18 1.512
48 C -4.390 -2.674 -5.750  O14 1.427, C45 1.506, H90 1.094, H95 1.095
49 C -1.958 0.036 0.393  C21 1.673, C35 1.661, H57 1.171, H73 1.181
50 C 3.771 -0.779 5.561  C38 1.508, C40 1.506, H94 1.093, H96 1.097
51 C -5.831 -4.934 -0.989  O7 1.427, C32 1.506, H53 1.095, H89 1.094
52 H -3.910 -1.282 0.634  C35 1.194
53 H -6.194 -5.705 -1.678  C51 1.095
54 H -2.757 0.092 -6.399  C28 1.092
55 H 5.850 -1.161 5.081  C40 1.094
56 H -4.299 1.702 0.038  O13 1.002
57 H -1.614 1.029 0.907  C49 1.171
58 H -6.437 -3.392 -2.409  C32 1.093
59 H 0.651 7.796 5.763  C30 1.092
60 H 5.210 -5.351 -1.462  C39 1.094
61 H 0.471 6.046 6.143  C30 1.094
62 H -4.280 -4.143 -3.239  C44 1.094
63 H 1.793 -1.575 5.201  C38 1.092
64 H 4.879 0.050 -2.052  C37 1.173
65 H 3.284 -1.099 -2.180  C37 1.187
66 H -0.927 5.763 -0.896  C27 1.194
67 H 3.537 5.717 3.767  C36 1.094
68 H 2.880 6.305 6.339  C41 1.093
69 H 3.271 -5.817 0.387  C33 1.093
70 H 4.521 -1.307 -0.770  C37 1.180
71 H -0.778 -0.581 -1.558  C21 1.170
72 H 2.883 7.563 5.093  C41 1.097
73 H -1.405 -0.929 0.790  C49 1.181
74 H 1.949 -3.435 0.067  C22 1.092
75 H 2.462 -1.951 6.828  C38 1.094
76 H -5.697 -2.797 -0.914  C32 1.097
77 H -1.429 4.770 -3.387  C23 1.184
78 H -4.183 -1.423 -7.477  C45 1.097
79 H -2.289 4.445 -1.410  C27 1.171
80 H 4.123 -4.265 0.337  C33 1.097
81 H -3.758 0.234 1.805  C35 1.193
82 H -3.783 -2.715 -2.263  C44 1.092
83 H -2.809 -2.517 -7.246  C45 1.093
84 H 1.395 -4.884 -0.844  C22 1.094
85 H -0.758 3.057 -3.796  C23 1.175
86 H 3.919 1.406 -0.214  C26 1.176
87 H 1.323 -0.009 -1.651  C42 1.194
88 H 0.397 4.564 -3.807  C23 1.194
89 H -6.508 -4.877 -0.132  C51 1.094
90 H -5.260 -3.125 -6.236  C48 1.094
91 H -1.252 4.209 0.146  C27 1.193
92 H -2.614 -0.214 -1.776  C21 1.194
93 H -1.996 -1.184 -5.384  C28 1.094
94 H 3.726 0.049 6.273  C50 1.093
95 H -3.823 -3.459 -5.239  C48 1.095
96 H 3.688 -0.360 4.550  C50 1.097
97 H -2.180 2.054 -2.224  N20 1.065
98 H 2.515 4.569 4.667  C36 1.095
99 H 5.370 -1.697 6.711  C40 1.095
100 H 1.392 4.209 1.929  N17 1.064
101 H 3.738 -6.216 -1.971  C39 1.095

These are the Mulliken partial charges, in e, on atoms 1 to 99:
1. I 0.081
2. I 0.134
3. F -0.251
4. O -0.580
5. O -0.632
6. O -0.677
7. O -0.371
8. O -0.352
9. O -0.607
10. O -0.599
11. O -0.406
12. O -0.600
13. O -0.503
14. O -0.277
15. O -0.353
16. O -0.338
17. N 0.178
18. N 1.319
19. N 0.253
20. N 0.360
21. C -0.200
22. C 0.039
23. C -0.748
24. C 0.386
25. C 0.530
26. C -0.218
27. C -0.725
28. C -0.296
29. C 0.480
30. C -0.294
31. C -1.020
32. C -0.526
33. C -0.453
34. C 0.340
35. C -0.415
36. C -0.303
37. C -0.869
38. C -0.378
39. C -0.486
40. C -0.460
41. C -0.572
42. C -1.115
43. C 0.512
44. C 0.669
45. C -0.639
46. C 0.533
47. C 0.109
48. C -0.334
49. C 0.061
50. C -0.060
51. C -0.426
52. H 0.174
53. H 0.255
54. H 0.344
55. H 0.320
56. H 0.287
57. H -0.144
58. H 0.361
59. H 0.298
60. H 0.351
61. H 0.254
62. H -0.142
63. H 0.226
64. H 0.334
65. H 0.256
66. H 0.310
67. H 0.331
68. H 0.325
69. H 0.350
70. H 0.310
71. H -0.024
72. H 0.272
73. H 0.323
74. H -0.101
75. H 0.295
76. H 0.115
77. H 0.309
78. H 0.276
79. H 0.369
80. H 0.186
81. H 0.333
82. H -0.089
83. H 0.333
84. H 0.289
85. H 0.266
86. H 0.469
87. H 0.395
88. H 0.306
89. H 0.364
90. H 0.348
91. H 0.194
92. H 0.011
93. H 0.186
94. H 0.335
95. H 0.229
96. H -0.101
97. H 0.481
98. H 0.186
99. H 0.278